120
Properties=species:S:1:pos:R:3:forces:R:3 method="wB97M-V/def2-TZVPD" total_charge=-1 energy_ha=-5886.00555 lumo_energy_ev=1.663 de_lowest_ev=0.000 gap_ev=7.2417
C 4.881240 -1.024872 0.341551 0.23 0.03 -0.07
C 4.732011 0.235871 0.792791 -0.09 0.21 -0.39
C 3.686679 1.186304 0.252562 1.18 0.59 -1.19
C 3.359338 2.312247 1.252952 -0.18 -1.28 0.05
O 4.488173 3.180780 1.282166 -0.13 0.14 0.10
C 4.366288 4.417526 0.597604 0.20 0.20 0.00
C 4.187521 4.333253 -0.911461 -0.14 -0.24 -0.02
C 3.953306 5.706932 -1.525034 0.08 -0.16 -0.40
O 2.145185 2.917542 0.948862 0.14 0.02 0.08
B 1.649447 3.493430 2.224060 1.50 1.53 -0.06
Br -0.422636 3.390563 2.404626 -0.42 -0.42 -0.11
O 2.420882 2.870404 3.287524 -0.46 -0.43 -0.45
C 3.097012 1.765742 2.673714 -0.54 0.87 0.60
C 2.181461 0.550283 2.650218 0.66 -0.63 0.30
C 1.397084 0.292914 3.936598 -0.34 -0.02 -0.43
C 0.671803 -1.048506 3.793862 0.66 -0.02 -0.48
C 1.565456 -2.266830 4.047375 -0.46 0.21 0.79
C 0.930040 -3.557045 3.531202 0.61 -0.19 -0.26
C 1.413757 -3.941365 2.105865 -0.26 -0.06 0.00
O 2.305281 -3.003197 1.517183 0.06 -0.22 -0.13
C 1.768546 -2.275610 0.438576 0.11 0.08 -0.04
H 4.889188 -1.885607 1.005201 1.61 0.07 0.09
H 4.931855 -1.220467 -0.729346 -1.60 -0.22 -0.04
H 5.419081 0.657528 1.523715 -0.94 -0.49 1.23
H 2.798770 0.639851 -0.053376 -0.07 -0.05 0.19
H 4.091133 1.663904 -0.648887 -0.25 0.15 -0.05
H 3.574602 5.026757 1.039660 -0.13 -0.12 -0.04
H 5.310941 4.933117 0.797183 0.00 -0.03 0.07
H 5.052757 3.836647 -1.362727 0.11 0.13 0.03
H 3.332894 3.699811 -1.146772 -0.12 0.03 0.09
H 4.766511 6.405587 -1.316438 -0.06 0.04 0.17
H 3.892544 5.618038 -2.612130 0.00 0.03 -0.02
H 3.002315 6.126999 -1.197906 0.08 0.09 0.18
H 1.877467 4.698804 2.245142 -0.50 -0.05 0.07
H 3.991987 1.609619 3.277503 0.16 -0.22 -0.24
H 2.799816 -0.335927 2.466248 0.01 0.01 -0.17
H 1.479416 0.610858 1.816561 -0.08 0.22 0.04
H 2.050628 0.304402 4.814322 -0.04 0.07 0.04
H 0.644791 1.073876 4.026906 0.12 0.12 0.25
H -0.229948 -1.107676 4.404790 0.02 0.01 0.04
H 0.377902 -1.094048 2.739096 -0.43 -0.07 0.10
H 1.717521 -2.344371 5.129545 -0.04 -0.05 0.01
H 2.556957 -2.121509 3.625854 -0.02 -0.01 -0.16
H 1.199608 -4.379140 4.197134 -0.08 -0.04 0.01
H -0.158033 -3.485754 3.541362 -0.02 0.10 0.06
H 0.559814 -4.098918 1.441108 -0.02 0.05 0.01
H 1.943295 -4.895072 2.129525 0.07 0.01 0.12
H 1.147704 -1.442568 0.781317 -0.12 -0.06 -0.08
H 2.606297 -1.867550 -0.126903 -0.05 0.05 0.04
H 1.189306 -2.927706 -0.220453 -0.14 -0.02 -0.05
C -0.993492 1.926503 -1.114441 0.02 0.04 0.02
C -2.029012 2.873309 -1.682973 0.05 0.20 0.24
O -2.200920 2.381256 -3.025902 -0.02 0.08 0.01
C -1.835705 1.089544 -3.050118 0.00 -0.17 -0.07
O -2.014818 0.346602 -3.969703 -0.02 0.01 0.02
O -1.245413 0.727565 -1.895409 0.11 0.32 0.14
H -1.116555 1.737215 -0.052127 -0.02 -0.16 -0.04
H 0.029392 2.256209 -1.296321 0.00 -0.02 -0.02
H -2.984642 2.802735 -1.161801 -0.02 -0.05 -0.03
H -1.706732 3.910686 -1.699422 0.03 -0.01 -0.16
C 0.570262 3.241572 5.990973 0.15 0.15 -0.06
C 1.258075 3.639513 7.281498 0.08 0.04 -0.13
O 0.425148 3.035735 8.280291 0.01 0.01 0.02
C -0.234506 1.998843 7.703508 -0.03 -0.03 0.02
O -0.873654 1.197279 8.312376 0.02 0.02 -0.01
O -0.062444 2.004546 6.372817 -0.03 0.04 0.04
H 1.252703 3.088516 5.156492 -0.07 -0.20 0.00
H -0.202058 3.949891 5.690623 -0.05 -0.03 0.02
H 2.261989 3.218476 7.362419 0.00 -0.03 -0.01
H 1.306539 4.714197 7.435421 -0.10 -0.01 0.08
C 2.986795 -6.208834 -1.103648 0.13 -0.08 -0.10
C 2.685989 -5.778457 -2.528719 0.14 0.04 0.02
O 1.254354 -5.835269 -2.567944 0.02 0.01 0.02
C 0.791962 -5.713102 -1.300417 0.04 -0.03 -0.03
O -0.352086 -5.557357 -1.012674 -0.07 -0.01 -0.02
O 1.802092 -5.796203 -0.414652 0.00 -0.05 0.03
H 3.857551 -5.720568 -0.675035 -0.10 0.11 0.09
H 3.088036 -7.290675 -1.004875 -0.03 -0.01 -0.04
H 2.996810 -4.751169 -2.726032 0.00 0.01 0.03
H 3.109185 -6.436181 -3.282521 -0.14 -0.07 -0.02
C -4.448065 5.816974 -5.392884 -0.02 0.02 -0.24
C -3.285491 4.933419 -5.801745 -0.12 -0.12 0.01
O -2.209328 5.471439 -5.020964 -0.03 0.03 -0.05
C -2.736159 6.094108 -3.944185 0.08 -0.07 0.13
O -2.108913 6.488933 -3.014076 -0.03 -0.01 -0.04
O -4.080318 6.198579 -4.062218 -0.05 0.02 -0.02
H -5.397687 5.296125 -5.387452 0.05 0.00 0.11
H -4.525465 6.719315 -6.004201 0.08 0.01 0.01
H -3.437787 3.891606 -5.516060 -0.02 0.01 0.05
H -3.045908 4.986780 -6.860163 0.13 0.10 0.03
C -8.805667 5.679774 -3.317790 -0.09 0.00 0.10
C -8.532472 4.747975 -2.149550 -0.04 0.14 0.06
O -7.828237 3.674697 -2.781645 -0.03 -0.01 0.00
C -7.260053 4.141767 -3.911840 0.10 -0.07 0.07
O -6.463172 3.551368 -4.567847 -0.13 -0.02 0.00
O -7.714859 5.386390 -4.195648 -0.03 -0.01 -0.04
H -8.798086 6.732419 -3.050154 0.13 0.01 -0.05
H -9.739692 5.442168 -3.829737 0.00 -0.03 0.00
H -7.881554 5.199077 -1.399650 0.02 0.02 -0.02
H -9.431437 4.373560 -1.668615 0.01 -0.13 -0.07
C -0.370126 -9.331665 -1.788642 -0.22 0.16 -0.01
C -0.897614 -9.943107 -0.505332 -0.04 0.11 -0.02
O 0.170166 -10.827695 -0.135187 -0.01 -0.01 0.00
C 1.312936 -10.379563 -0.699677 0.05 -0.01 0.04
O 2.401718 -10.788981 -0.453929 -0.04 0.03 -0.01
O 1.048087 -9.392825 -1.589448 0.00 0.03 -0.02
H -0.686987 -8.301609 -1.933196 0.13 0.04 0.02
H -0.627128 -9.919424 -2.671205 0.02 -0.04 0.02
H -1.029507 -9.201594 0.283235 0.03 0.02 -0.01
H -1.821571 -10.499066 -0.633700 0.08 -0.14 0.01
C -2.494313 -2.820203 -2.885519 0.06 0.13 -0.01
C -1.832096 -2.423267 -1.579772 0.00 0.08 -0.17
O -2.697805 -3.030565 -0.610166 -0.04 -0.09 -0.03
C -3.344160 -4.061413 -1.198172 0.05 0.02 0.05
O -4.015193 -4.860697 -0.624482 0.02 0.00 -0.01
O -3.143508 -4.050200 -2.535255 -0.03 -0.01 -0.01
H -1.794606 -2.982439 -3.700216 -0.01 -0.12 0.02
H -3.248003 -2.098654 -3.202202 0.01 0.01 0.01
H -0.838242 -2.853028 -1.472722 0.06 -0.10 0.01
H -1.781540 -1.348699 -1.439703 -0.12 -0.12 0.16